69
Properties=species:S:1:pos:R:3 method="wB97M-V/def2-TZVPD" homo_energy_ev=-8.9293 homo_lumo_gap_ev=9.2 de_lowest_kcal_mol=68.70 lumo_energy_ev=0.25 smiles=COC[C@H](C)N.COC[C@H](C)N.COC[C@H](C)N.CO.CO.CO
O 0.370 1.765 -0.725
H 2.934 6.683 -3.316
H 5.159 -4.106 2.822
H -6.086 5.784 2.602
H -3.260 3.782 0.498
N 3.895 -8.088 2.272
N -3.445 1.287 1.440
H 2.212 6.193 -1.332
C 4.313 -3.958 2.150
C 6.166 2.391 1.731
H -4.162 1.131 0.747
H 3.502 -3.308 2.478
H 1.719 0.154 -0.439
H -5.694 -0.204 -3.234
H 3.390 -8.196 4.862
C 2.212 5.874 -3.210
C -3.068 -0.232 -3.652
H 4.175 -7.365 1.624
H 5.569 3.150 2.238
H 7.118 2.865 1.491
H -2.704 2.056 3.842
C -5.786 4.892 2.052
H -2.952 3.764 3.614
O -4.422 4.811 1.684
H 6.724 1.581 3.477
O -4.142 0.110 -4.647
N -2.187 -1.925 -5.306
H -4.685 2.288 2.758
C 2.790 -7.329 2.953
C -3.834 2.503 2.111
H -3.424 -0.959 -2.923
H 1.532 5.829 -4.061
O 3.768 -5.298 1.920
H 2.507 1.461 -1.216
H -0.534 -0.328 -5.944
H 1.943 -7.352 2.268
H -6.071 0.761 -4.691
O 6.283 1.300 2.672
H -1.796 2.859 2.565
H 4.714 -8.184 2.855
H 4.084 -5.952 3.911
C 2.506 -8.100 4.232
O 1.536 6.006 -1.987
H 2.088 1.583 0.464
H -1.435 -2.348 -5.831
H -1.053 -1.189 -3.656
H -4.976 1.327 -3.370
H 1.669 -7.636 4.754
H 5.869 1.941 0.784
H -2.528 -1.401 -6.099
C -1.802 -0.844 -4.368
C -5.293 0.482 -3.980
C 1.714 1.242 -0.501
H -0.515 0.884 -4.628
C -4.168 3.578 1.065
H 4.644 -3.510 1.213
H 2.292 -9.168 4.196
C 3.304 -5.881 3.152
H -6.455 4.889 1.192
H -5.997 4.076 2.743
H 0.524 2.641 -1.086
H -2.562 1.439 0.974
H 2.779 4.951 -3.091
H -2.796 0.750 -3.264
H -1.854 0.787 -5.699
H 2.487 -5.336 3.624
C -2.756 2.833 3.080
C -1.127 0.166 -5.175
H -4.924 3.345 0.315